Record 1
Below is 2 unconnected molecules or ions with the total composition C4H9NO, with properties calculated with ωB97M-V/def2-TZVPD.

Properties
energy relative to the best compared isomer or geometry (same formula, charge and spin)	208.25	kcal/mol
HOMO-LUMO gap	4.67	eV
E_tot	-7823.2896	eV

```
! wB97M-V def2-TZVPD RIJCOSX def2/J DEFGRID3
* xyz 0 1
C -1.3410 0.0345 1.6746
N 0.1030 0.2059 1.4353
C -0.0988 1.1535 0.3188
C -1.5976 0.8126 0.3655
C -1.9996 -0.1713 -0.7319
O -3.2538 -0.6434 -0.5863
H -1.7025 0.5481 2.6092
H -1.7269 -0.9294 1.5805
H 8.2574 -2.2299 -2.6301
H 8.2922 -2.7599 -2.1342
H 0.3722 0.8267 -0.6274
H 0.1491 2.1918 0.5953
H -2.3700 1.6155 0.4116
H -1.8755 0.3452 -1.6990
H -1.2081 -1.0001 -0.5819
*
```

=====

Record 2
Below is 2 unconnected molecules or ions with the total composition C4H9NO, with properties calculated with ωB97M-V/def2-TZVPD.

Properties
energy relative to the best compared isomer or geometry (same formula, charge and spin)	79.33	kcal/mol
HOMO-LUMO gap	9.71	eV
E_tot	-7828.8799	eV

```
! wB97M-V def2-TZVPD RIJCOSX def2/J DEFGRID3
* xyz 0 1
C 2.0056 0.2191 0.0632
C 0.9987 0.8445 -0.8524
N -0.8697 -0.3047 -0.0388
C -1.7193 -1.4427 0.1928
C -1.0885 0.8352 0.4802
O -0.2790 1.8247 0.2579
H 2.9897 0.2642 -0.4219
H 1.7804 -0.8193 0.2985
H 2.0757 0.7868 0.9891
H 0.6720 0.2030 -1.6833
H 1.2133 1.8422 -1.1728
H -1.1400 -2.2611 0.6386
H -2.1415 -1.8136 -0.7518
H -2.5508 -1.2175 0.8696
H -1.9464 1.0393 1.1312
*
```

=====

Record 3
Below is a single C4H9NO molecule, with properties calculated with ωB97M-V/def2-TZVPD.

Properties
energy relative to the best compared isomer or geometry (same formula, charge and spin)	19.31	kcal/mol
HOMO-LUMO gap	10.44	eV
SMILES	CCNC(C)=O
E_tot	-7831.4825	eV

```
! wB97M-V def2-TZVPD RIJCOSX def2/J DEFGRID3
* xyz 0 1
C -1.7878 0.5345 0.3176
C -1.2270 -0.4331 -0.7308
N 0.1665 -0.1159 -1.0525
C 1.0862 -0.6188 -0.1361
O 0.9276 -1.7478 0.2915
C 2.1476 0.1923 0.6035
H -2.7939 0.2411 0.6382
H -1.8424 1.5601 -0.0665
H -1.1451 0.5453 1.2071
H -1.2136 -1.4516 -0.3400
H -1.8433 -0.4324 -1.6349
H 0.3268 0.6814 -1.6522
H 2.1150 1.2723 0.4677
H 3.1562 -0.1969 0.4296
H 1.9271 -0.0304 1.6579
*
```

=====

Record 4
Below is 2 unconnected molecules or ions with the total composition C4H9NO, with properties calculated with ωB97M-V/def2-TZVPD.

Properties
energy relative to the best compared isomer or geometry (same formula, charge and spin)	63.21	kcal/mol
HOMO-LUMO gap	10.20	eV
SMILES	C=C=NC.CO
E_tot	-7829.5790	eV

```
! wB97M-V def2-TZVPD RIJCOSX def2/J DEFGRID3
* xyz 0 1
C 2.0715 -1.5822 -0.3399
O 1.3516 -1.6913 0.8602
C -1.5775 0.2602 0.0933
N -0.4166 0.6027 0.2869
C 0.0078 1.9956 0.1788
C -2.7957 -0.1853 -0.0847
H 1.4751 -1.8640 -1.2229
H 2.9265 -2.2621 -0.2788
H 2.4615 -0.5647 -0.5074
H -0.7906 2.6546 -0.1807
H 0.3417 2.3327 1.1638
H 0.8620 2.0492 -0.5012
H -3.4787 -0.2421 0.7549
H -3.1237 -0.5176 -1.0625
H 0.6850 -0.9856 0.8400
*
```

=====

Record 5
Below is 2 unconnected molecules or ions with the total composition C4H9NO, with properties calculated with ωB97M-V/def2-TZVPD.

Properties
energy relative to the best compared isomer or geometry (same formula, charge and spin)	82.18	kcal/mol
HOMO-LUMO gap	9.15	eV
SMILES	C=N/C=C\C.O
E_tot	-7828.7563	eV

```
! wB97M-V def2-TZVPD RIJCOSX def2/J DEFGRID3
* xyz 0 1
C -1.2261 1.7789 -0.8490
C -0.9338 0.4271 -1.4405
C -0.0704 -0.4367 -0.8679
N 1.1743 0.0147 -0.3347
C 1.2194 0.3105 0.8967
H -1.4172 2.5471 -1.5993
H -0.3138 2.1359 -0.3682
H -2.0075 1.6273 -0.1116
H -1.4770 -0.0668 -2.2398
H -0.2954 -1.4959 -0.7747
H 0.4801 -0.0926 1.5952
H 1.8568 1.0960 1.3020
H 1.7487 -2.7052 1.8549
H 0.4554 -2.6244 1.0248
O 0.8065 -2.5158 1.9120
*
```

=====

Record 6
Below is 2 unconnected molecules or ions with the total composition C4H9NO, with properties calculated with ωB97M-V/def2-TZVPD.

Properties
energy relative to the best compared isomer or geometry (same formula, charge and spin)	62.16	kcal/mol
HOMO-LUMO gap	9.73	eV
E_tot	-7829.6243	eV

```
! wB97M-V def2-TZVPD RIJCOSX def2/J DEFGRID3
* xyz 0 1
C 1.9504 -0.5090 0.6216
C 1.3748 0.2976 -0.2738
C 0.9720 -0.0994 -1.6611
C -1.5206 -0.0411 0.4871
O -1.0571 -0.8701 1.4302
N -2.8486 -0.0326 0.5780
H 2.1545 -1.5546 0.3970
H -0.0867 -0.8614 1.3281
H 2.2395 -0.1493 1.6062
H 1.1615 1.3287 0.0061
H -0.0400 0.2568 -1.8608
H 1.6497 0.3317 -2.4068
H 0.9792 -1.1868 -1.7810
H -3.3768 0.5295 -0.0659
H -3.3556 -0.5796 1.2668
*
```

=====

Record 7
Below is a single C4H9NO molecule, with properties calculated with ωB97M-V/def2-TZVPD.

Properties
energy relative to the best compared isomer or geometry (same formula, charge and spin)	39.43	kcal/mol
HOMO-LUMO gap	10.54	eV
SMILES	CC/N=C/OC
E_tot	-7830.6102	eV

```
! wB97M-V def2-TZVPD RIJCOSX def2/J DEFGRID3
* xyz 0 1
C -2.2508 0.3026 -1.0585
C -1.0301 0.8417 -0.3252
N 0.0662 -0.0912 -0.1474
C 0.3662 -0.3841 1.0422
O 1.5415 -0.9102 1.4135
C 2.5996 -0.7794 0.4625
H -1.9630 -0.3597 -1.8823
H -2.9145 -0.2482 -0.3810
H -2.8164 1.1477 -1.4707
H -1.3309 1.2768 0.6413
H -0.6023 1.6610 -0.9120
H -0.2714 -0.2174 1.9177
H 3.4601 -0.3775 1.0027
H 2.3050 -0.1048 -0.3453
H 2.8409 -1.7574 0.0426
*
```

=====

Record 8
Below is a molecular structure, C4H9NO, with properties calculated with ωB97M-V/def2-TZVPD.

Properties
energy relative to the best compared isomer or geometry (same formula, charge and spin)	140.36	kcal/mol
HOMO-LUMO gap	8.75	eV
E_tot	-7826.2333	eV

```
! wB97M-V def2-TZVPD RIJCOSX def2/J DEFGRID3
* xyz 0 1
C 0.9447 -0.8476 -0.9471
C 0.3755 -0.2140 0.7678
C 0.4143 1.3050 0.7702
O -0.7571 2.0077 0.3876
C -0.8226 -0.6523 -0.4921
N -0.9976 -0.6373 0.9204
H 1.2510 -1.8738 -0.7423
H 0.6493 -0.7668 -2.0071
H 1.8000 -0.1811 -0.8439
H 0.6666 1.5366 1.8198
H 1.2288 1.6916 0.1503
H -1.4712 1.5917 0.8970
H -1.0653 -1.6025 -0.9600
H -1.1939 0.2323 -1.0000
H -1.0224 -1.5895 1.2795
*
```

=====

Record 9
Below is a single C4H9NO molecule, with properties calculated with ωB97M-V/def2-TZVPD.

Properties
energy relative to the best compared isomer or geometry (same formula, charge and spin)	58.11	kcal/mol
HOMO-LUMO gap	9.61	eV
SMILES	CN1CC(O)C1
E_tot	-7829.8002	eV

```
! wB97M-V def2-TZVPD RIJCOSX def2/J DEFGRID3
* xyz 0 1
C -1.9423 -0.0051 0.1890
N -0.5401 0.0236 0.4748
C 0.3402 -1.0665 0.0894
C 1.3968 -0.0572 -0.4241
O 2.5683 0.0942 0.3252
C 0.2840 1.0037 -0.2443
H -2.4401 -0.7542 0.8110
H -2.3883 0.9730 0.4200
H -2.1399 -0.2322 -0.8733
H -0.0926 -1.6706 -0.7154
H 0.6674 -1.7007 0.9192
H 1.7259 -0.2359 -1.4521
H 2.2972 0.4820 1.1649
H 0.3342 1.7309 0.5606
H -0.1010 1.3941 -1.2066
*
```

=====

Record 10
Below is a single C4H9NO molecule, with properties calculated with ωB97M-V/def2-TZVPD.

Properties
energy relative to the best compared isomer or geometry (same formula, charge and spin)	6.45	kcal/mol
HOMO-LUMO gap	10.55	eV
SMILES	CCC(=O)NC
E_tot	-7832.0401	eV

```
! wB97M-V def2-TZVPD RIJCOSX def2/J DEFGRID3
* xyz 0 1
C 2.2218 -0.4056 -0.0620
C 1.1912 0.7044 0.1534
C -0.1522 0.1023 0.5314
O -0.2811 -0.5805 1.5377
N -1.1803 0.3495 -0.3294
C -2.4716 -0.2861 -0.1835
H 1.9489 -1.0379 -0.9142
H 3.2153 0.0115 -0.2534
H 2.2700 -1.0382 0.8284
H 1.5075 1.3367 0.9897
H 1.1156 1.3445 -0.7343
H -0.9905 0.8761 -1.1669
H -2.6654 -0.9811 -1.0090
H -2.4482 -0.8457 0.7528
H -3.2812 0.4500 -0.1409
*
```

=====

Record 11
Below is a single C4H9NO molecule, with properties calculated with ωB97M-V/def2-TZVPD.

Properties
energy relative to the best compared isomer or geometry (same formula, charge and spin)	52.51	kcal/mol
HOMO-LUMO gap	10.03	eV
SMILES	CN(C)CC=O
E_tot	-7830.0429	eV

```
! wB97M-V def2-TZVPD RIJCOSX def2/J DEFGRID3
* xyz 0 1
C 1.3950 -0.4816 0.9748
N 0.9010 0.0622 -0.2666
C 1.6489 1.2415 -0.6697
C -0.5377 0.4154 -0.1473
C -1.4414 -0.8190 -0.2425
O -2.5736 -0.7192 0.1700
H 1.3757 0.2804 1.7837
H 0.7931 -1.3342 1.2854
H 2.4569 -0.7054 0.8539
H 1.1091 1.6663 -1.5345
H 2.5328 1.0475 -1.3018
H 1.8126 1.9827 0.1196
H -0.7601 1.0723 -0.9824
H -0.6716 0.9076 0.8203
H -1.0084 -1.8243 -0.3444
*
```

=====

Record 12
Below is a single C4H9NO molecule, with properties calculated with ωB97M-V/def2-TZVPD.

Properties
energy relative to the best compared isomer or geometry (same formula, charge and spin)	51.31	kcal/mol
HOMO-LUMO gap	9.95	eV
SMILES	CN1CC(O)C1
E_tot	-7830.0949	eV

```
! wB97M-V def2-TZVPD RIJCOSX def2/J DEFGRID3
* xyz 0 1
C 0.7839 -0.8850 1.4954
N 0.7533 -0.5303 0.0988
C 0.7187 0.8924 -0.2860
C -0.4031 0.5519 -1.2992
O -1.5116 1.3996 -1.4028
C -0.5696 -0.7365 -0.4778
H 1.6061 -0.3857 2.0148
H -0.1943 -0.6336 1.9632
H 0.9138 -1.9681 1.5886
H 1.6684 1.2844 -0.6667
H 0.3286 1.5735 0.4927
H -0.0296 0.3985 -2.3181
H -1.9876 1.3401 -0.5648
H -1.3360 -0.6021 0.3274
H -0.7411 -1.6990 -0.9654
*
```

=====

Record 13
Below is a single C4H9NO molecule, with properties calculated with ωB97M-V/def2-TZVPD.

Properties
energy relative to the best compared isomer or geometry (same formula, charge and spin)	41.52	kcal/mol
HOMO-LUMO gap	9.99	eV
SMILES	CN(C)CC=O
E_tot	-7830.5196	eV

```
! wB97M-V def2-TZVPD RIJCOSX def2/J DEFGRID3
* xyz 0 1
C 1.0072 -0.7330 0.7424
N -0.0649 -0.5056 -0.2108
C 0.3826 -0.6725 -1.5817
C -0.6527 0.8074 -0.0446
C -1.4208 0.9598 1.2497
O -2.3467 1.7243 1.3715
H 1.6739 0.1536 0.8223
H 1.5866 -1.6053 0.4222
H 0.6083 -0.9485 1.7409
H 0.8650 -1.6487 -1.6919
H -0.4845 -0.6355 -2.2504
H 1.0985 0.1083 -1.9037
H -1.3392 1.0160 -0.8777
H 0.1462 1.5934 -0.0160
H -1.0581 0.3649 2.1173
*
```

=====

Record 14
Below is a single C4H9NO molecule, with properties calculated with ωB97M-V/def2-TZVPD.

Properties
energy relative to the best compared isomer or geometry (same formula, charge and spin)	116.14	kcal/mol
HOMO-LUMO gap	9.33	eV
SMILES	C[C@]1(O)C[C@@H]1N
E_tot	-7827.2838	eV

```
! wB97M-V def2-TZVPD RIJCOSX def2/J DEFGRID3
* xyz 0 1
C -1.0333 1.3036 0.2440
C -0.6196 -0.2261 -0.0628
C 0.2076 -0.9770 1.0007
C 0.7777 -0.6781 -0.3373
H -2.2428 1.3700 0.4559
H -0.8364 2.0298 -0.7909
H -0.2764 1.6541 1.1861
H -2.0055 -0.2679 -1.4004
H 0.0128 -2.1247 1.0982
H 0.3727 -0.3810 1.9361
H 0.7632 -1.5841 -0.9689
H 2.1661 0.3028 -1.6051
H 2.5944 0.1645 0.3397
N 1.7472 0.3814 -0.4717
O -1.6276 -0.9674 -0.6235
*
```

=====

Record 15
Below is 2 unconnected molecules or ions with the total composition C4H9NO, with properties calculated with ωB97M-V/def2-TZVPD.

Properties
energy relative to the best compared isomer or geometry (same formula, charge and spin)	61.36	kcal/mol
HOMO-LUMO gap	9.79	eV
E_tot	-7829.6590	eV

```
! wB97M-V def2-TZVPD RIJCOSX def2/J DEFGRID3
* xyz 0 1
C -1.5337 -1.2308 0.8181
C -1.4791 -0.4278 -0.2440
C -1.5262 1.0685 -0.2049
C 1.6737 0.1893 -0.4263
O 1.5600 -0.7266 0.5472
N 2.9697 0.4855 -0.5515
H -1.6220 -0.8276 1.8271
H 0.6090 -0.9157 0.6059
H -1.5495 -2.3131 0.7157
H -1.4183 -0.8716 -1.2383
H -0.6528 1.4809 -0.7212
H -2.4305 1.4186 -0.7187
H -1.5410 1.4503 0.8214
H 3.2411 1.1623 -1.2457
H 3.6998 0.0580 0.0152
*
```

=====

Record 16
Below is a single C4H9NO molecule, with properties calculated with ωB97M-V/def2-TZVPD.

Properties
energy relative to the best compared isomer or geometry (same formula, charge and spin)	57.15	kcal/mol
HOMO-LUMO gap	9.96	eV
SMILES	CN1CC(O)C1
E_tot	-7829.8416	eV

```
! wB97M-V def2-TZVPD RIJCOSX def2/J DEFGRID3
* xyz 0 1
C -1.8734 0.0025 0.2366
N -0.6944 -0.3067 -0.5237
C 0.3706 -1.1547 0.0422
C 1.3996 -0.0917 -0.4326
O 2.4341 0.3071 0.4174
C 0.1794 0.8494 -0.5271
H -2.3525 -0.9084 0.6138
H -1.5606 0.7445 1.0329
H -2.5787 0.5372 -0.4103
H 0.4125 -2.1523 -0.4089
H 0.3756 -1.2484 1.1425
H 1.8699 -0.3784 -1.3829
H 2.0210 0.8452 1.1032
H -0.0541 1.4005 0.4517
H 0.0508 1.5544 -1.3547
*
```

=====

Record 17
Below is a single C4H9NO molecule, with properties calculated with ωB97M-V/def2-TZVPD.

Properties
energy relative to the best compared isomer or geometry (same formula, charge and spin)	6.68	kcal/mol
HOMO-LUMO gap	10.57	eV
SMILES	CCNC(C)=O
E_tot	-7832.0302	eV

```
! wB97M-V def2-TZVPD RIJCOSX def2/J DEFGRID3
* xyz 0 1
C -2.0810 0.3318 0.2108
C -1.1937 -0.4606 -0.7578
N 0.1890 0.0202 -0.8137
C 0.9643 -0.2468 0.2719
O 0.4973 -0.8569 1.2234
C 2.4125 0.1977 0.3191
H -3.1412 0.1359 0.0125
H -1.9087 1.4067 0.0993
H -1.8684 0.0575 1.2482
H -1.1655 -1.5059 -0.4273
H -1.6099 -0.4427 -1.7680
H 0.5591 0.5127 -1.6159
H 2.7851 0.7940 -0.5190
H 3.0193 -0.7074 0.4185
H 2.5304 0.7618 1.2485
*
```

=====

Record 18
Below is a single C4H9NO molecule, with properties calculated with ωB97M-V/def2-TZVPD.

Properties
energy relative to the best compared isomer or geometry (same formula, charge and spin)	63.45	kcal/mol
HOMO-LUMO gap	9.93	eV
SMILES	C[C@H]1NC[C@H]1O
E_tot	-7829.5684	eV

```
! wB97M-V def2-TZVPD RIJCOSX def2/J DEFGRID3
* xyz 0 1
C -0.1267 0.5351 -1.7037
C -0.7338 -0.0638 -0.4871
C 0.5659 -1.0220 0.8572
C -0.1488 0.2982 0.8658
H 0.9813 0.1122 -1.8633
H -0.0752 1.6443 -1.5879
H -0.8759 0.2780 -2.5997
H -1.8196 0.0647 -0.6110
H 0.0993 -1.8479 -1.0432
H 0.6076 -1.6874 1.7495
H 1.5949 -0.7650 0.6304
H -0.9557 0.3801 1.5335
H 0.2052 2.3432 0.7120
N -0.3583 -1.4843 -0.2254
O 0.6758 1.4228 0.9331
*
```

=====

Record 19
Below is a single C4H9NO molecule, with properties calculated with ωB97M-V/def2-TZVPD.

Properties
energy relative to the best compared isomer or geometry (same formula, charge and spin)	1.32	kcal/mol
HOMO-LUMO gap	10.70	eV
SMILES	CCCC(N)=O
E_tot	-7832.2629	eV

```
! wB97M-V def2-TZVPD RIJCOSX def2/J DEFGRID3
* xyz 0 1
C -2.2639 -0.1205 0.1268
C -0.9165 0.1746 -0.5284
C 0.2615 -0.2354 0.3594
C 1.5942 -0.1715 -0.3799
O 1.7477 -0.6612 -1.4842
N 2.6208 0.4550 0.2640
H -3.0936 0.1524 -0.5334
H -2.3888 0.4362 1.0636
H -2.3637 -1.1872 0.3609
H -0.8270 -0.3660 -1.4767
H -0.8482 1.2435 -0.7706
H 0.2804 0.3463 1.2895
H 0.1199 -1.2836 0.6628
H 3.5411 0.3766 -0.1416
H 2.5361 0.8409 1.1878
*
```

=====

Record 20
Below is a single C4H9NO molecule, with properties calculated with ωB97M-V/def2-TZVPD.

Properties
energy relative to the best compared isomer or geometry (same formula, charge and spin)	8.30	kcal/mol
HOMO-LUMO gap	10.65	eV
SMILES	CC(C)NC=O
E_tot	-7831.9601	eV

```
! wB97M-V def2-TZVPD RIJCOSX def2/J DEFGRID3
* xyz 0 1
C -0.4260 -1.4562 0.4629
C 0.3039 -0.2051 -0.0231
C 0.8332 -0.2946 -1.4509
N -0.5355 0.9775 0.1246
C -0.4027 1.8098 1.1888
O 0.4165 1.6727 2.0753
H 0.2294 -2.3336 0.4307
H -1.3108 -1.6684 -0.1484
H -0.7528 -1.3085 1.4978
H 1.1432 -0.0258 0.6494
H 1.3608 0.6290 -1.7137
H 0.0227 -0.4422 -2.1757
H 1.5305 -1.1330 -1.5532
H -1.2924 1.1258 -0.5262
H -1.1200 2.6527 1.1613
*
```

=====

Number 1: HOMO energy -8.2729 eV. Number 2: HOMO energy -9.0223 eV. Number 3: HOMO energy -9.4644 eV. Number 4: HOMO energy -9.3922 eV. Number 5: HOMO energy -8.4374 eV. Number 6: HOMO energy -8.6134 eV. Number 7: HOMO energy -9.4307 eV. Number 8: HOMO energy -7.9237 eV. Number 9: HOMO energy -8.5383 eV. Number 10: HOMO energy -9.6364 eV. Number 11: HOMO energy -9.0766 eV. Number 12: HOMO energy -8.9595 eV. Number 13: HOMO energy -8.9942 eV. Number 14: HOMO energy -8.5799 eV. Number 15: HOMO energy -8.6064 eV. Number 16: HOMO energy -8.9546 eV. Number 17: HOMO energy -9.6188 eV. Number 18: HOMO energy -9.1725 eV. Number 19: HOMO energy -9.7777 eV. Number 20: HOMO energy -9.7580 eV.